# C5H16NO

A cluster of 2 separate species, C5H16NO in total at a distorted geometry (the ωB97M-V functional and the def2-TZVPD basis, the OMol25 dataset).

charge: +1
M: 106.189 Da
DFT total energy: -8975.7917 eV
Kohn-Sham gap: 11.8159 eV
ΔE to the lowest compared entry with this formula, charge and spin: 69.8 kJ/mol
maximum force: 0.049 hartree/bohr
HOMO: -15.09 eV

```
23
Properties=species:S:1:pos:R:3:forces:R:3:lowdin_charge:R:1
O -1.4919 1.3940 3.2559 -0.059 -0.286 0.892 -0.05
N -0.9464 0.2180 0.9988 -1.325 0.543 -1.613 0.20
C 1.9383 -0.0991 -0.1041 -1.634 -0.358 1.341 -0.04
C 0.6600 -0.9285 -0.4402 1.863 -0.135 -1.716 -0.39
C -0.6600 1.1160 -1.3632 0.091 0.242 -1.793 -0.03
C 0.8528 -1.7031 -1.7589 0.657 -0.159 -0.208 -0.06
C -0.6155 -0.1083 -0.4934 0.037 -0.420 1.445 -0.30
H -1.6816 0.6879 3.9025 0.035 0.413 -0.321 0.07
H -1.3503 2.1643 3.8264 -0.050 -0.039 -0.252 0.07
H -0.0378 1.9836 -1.1769 0.417 -0.166 0.616 0.09
H 2.8657 -0.6518 -0.1838 -0.022 -0.203 -0.259 0.09
H -1.9552 0.3655 1.0768 0.039 0.439 -0.037 0.16
H -0.7965 -0.5113 1.6927 0.858 0.028 -0.182 0.16
H -0.3654 0.7754 -2.3803 0.131 0.021 0.586 0.11
H -0.1133 -1.9340 -2.1936 -0.013 -0.368 -0.264 0.08
H 0.5811 -1.7313 0.2930 -0.389 0.217 0.371 0.13
H 1.9814 0.8284 -0.6564 0.143 0.138 -0.225 0.08
H 1.7989 0.1149 0.9677 0.589 0.461 -0.155 0.08
H -1.4336 -0.7366 -0.8193 -0.149 -0.374 0.066 0.15
H -1.6437 1.5225 -1.5915 -0.379 -0.232 0.609 0.09
H -0.5213 1.1123 1.2308 0.175 -0.238 0.675 0.14
H 1.5082 -1.2672 -2.5261 -0.521 0.687 0.254 0.09
H 1.4261 -2.6117 -1.5569 -0.495 -0.210 0.171 0.09
```
Forces are in eV/Å.

=====

# H3O3PS

A cluster of 2 separate species, H3O3PS in total at a distorted geometry (the ωB97M-V functional and the def2-TZVPD basis, the OMol25 dataset).

charge: 0
M: 114.062 Da
DFT total energy: -26314.6790 eV
Kohn-Sham gap: 8.7181 eV
structure (SMILES): O=PO.OS
ΔE to the lowest compared entry with this formula, charge and spin: 334.9 kJ/mol
maximum force: 0.115 hartree/bohr
HOMO: -9.44 eV

```
8
Properties=species:S:1:pos:R:3:forces:R:3:lowdin_charge:R:1
S -0.5502 -1.9273 -2.2128 0.872 1.947 -1.459 0.74
P 1.2301 2.4766 1.5819 -2.279 -2.549 -0.745 0.86
O 0.0976 1.2331 1.1305 -0.503 5.909 0.277 -0.34
O 2.3072 1.7578 2.2330 1.078 0.143 0.394 -0.46
O -1.5060 -0.7448 -1.5649 -0.404 0.282 0.113 -0.55
H 0.3905 0.3840 1.0381 1.748 -3.587 0.067 -0.04
H -0.8657 -2.8521 -1.4150 -0.660 -2.047 1.598 -0.21
H -1.1036 -0.3274 -0.7908 0.148 -0.098 -0.245 0.00
```
Forces are in eV/Å.

=====

# C18H22BClN6O5PtS4

A structure of composition C18H22BClN6O5PtS4 at a distorted geometry (the ωB97M-V functional and the def2-TZVPD basis, the OMol25 dataset).

charge: 0
M: 772.022 Da
DFT total energy: -97966.1700 eV
Kohn-Sham gap (alpha / beta): 6.2689 / 5.7209 eV
ΔE to the lowest compared entry with this formula, charge and spin: 1426.3 kJ/mol
maximum force: 0.149 hartree/bohr
HOMO (alpha / beta): -6.96 / -7.43 eV
<S²>: 6.28
multiplicity: 5

```
58
Properties=species:S:1:pos:R:3:forces:R:3:lowdin_charge:R:1
Pt 1.3420 0.0801 -0.7351 -1.066 0.102 0.042 0.93
Cl -0.8631 -0.5745 -2.6762 1.797 0.373 -7.456 0.72
S 3.6302 -4.9195 -2.0649 -0.028 0.043 0.019 0.96
S 1.4789 -3.0395 -2.7468 0.535 0.378 0.370 0.78
S 3.5286 -0.6706 -0.9376 0.264 0.245 -0.081 0.48
S 5.2876 -2.9040 -0.7296 -0.049 -0.014 -0.005 0.96
O -0.7636 -1.9995 -3.5068 -1.971 1.608 1.781 -0.61
O -0.1813 -0.3463 -5.3817 -0.215 -0.136 0.363 0.01
O -0.6746 0.8703 -1.8271 -0.390 -1.179 0.290 -0.58
O -1.4066 -2.1846 -0.2431 -2.425 -0.214 -1.014 0.08
O 6.0172 -5.4130 -1.0473 -0.003 -0.006 -0.015 -0.05
N -0.5890 -0.1855 1.7088 -0.102 0.126 -0.082 0.01
N -2.3280 0.8724 0.1660 1.286 0.283 0.175 0.30
N -0.1599 2.1810 0.9835 -0.067 0.120 -0.094 0.04
N 0.9372 1.9838 0.2011 0.282 0.021 0.066 -0.06
N 0.6206 -0.6280 1.2596 -0.163 -0.390 -0.311 -0.02
N -0.9848 -1.5007 -1.0769 4.143 -1.101 3.910 -0.19
C 5.1566 -4.6048 -1.2534 0.024 0.025 0.003 -1.02
C -2.6096 -0.3192 -2.8705 -0.302 0.977 0.463 -0.16
C -0.3118 0.2880 -4.2119 -0.127 0.141 1.009 -0.23
C 0.8485 -1.8029 1.8419 0.112 0.149 0.262 -0.32
C -1.0152 3.9056 2.6107 -0.044 0.002 -0.009 -0.03
C 2.0918 -2.5964 1.6438 -0.009 -0.061 -0.090 -0.02
C 1.1790 3.9177 1.2667 -0.010 0.004 -0.004 0.03
C 2.9504 -3.2830 -1.9835 -0.033 -0.206 -0.037 -1.15
C -2.4029 -0.8646 3.2889 -0.020 0.002 0.006 -0.01
C -1.0965 -1.0651 2.5998 0.009 -0.033 -0.078 -0.28
C 1.7518 3.0120 0.3629 0.015 0.003 -0.034 -0.32
C -3.3714 0.7258 -0.2651 -1.242 0.129 0.935 -0.12
C 3.0721 3.0863 -0.3226 0.009 0.008 -0.032 -0.03
C -0.0178 3.3579 1.6466 -0.009 0.046 -0.105 -0.26
C -0.2098 -2.1095 2.7078 0.015 0.019 0.044 0.02
C -4.8234 0.6640 -0.0374 -0.056 -0.116 -0.266 -0.02
C 3.7426 -2.3510 -1.3175 0.078 0.008 0.119 -1.12
C -3.6827 0.1465 -2.5146 -0.075 -0.884 -1.462 0.02
B -1.2195 1.1360 1.2797 0.229 -0.056 0.349 -0.52
H -0.1882 1.3599 -4.1372 -0.199 -0.012 0.213 0.10
H 3.1072 2.4135 -1.1786 -0.020 0.000 0.000 0.05
H -2.4213 0.0665 3.8555 0.009 -0.004 0.003 0.08
H -2.5789 -1.6905 3.9748 -0.003 -0.002 -0.003 0.09
H -0.7058 4.9059 2.9074 -0.001 0.000 0.000 0.08
H 3.2674 4.1014 -0.6667 0.008 0.000 0.008 0.08
H -5.1234 -0.3832 -0.0136 -0.009 0.011 -0.013 0.11
H -5.3813 1.1670 -0.8190 0.007 0.074 0.037 0.08
H 1.9032 -3.4569 0.9978 0.005 0.017 -0.022 0.09
H 2.8745 -1.9941 1.1930 -0.009 0.022 0.036 0.02
H -4.7192 0.2736 -2.7391 -0.036 0.159 0.248 0.06
H -3.2294 -0.8374 2.5758 0.005 0.002 -0.005 0.08
H 2.4466 -2.9694 2.6043 -0.021 -0.026 -0.002 0.09
H 0.2000 0.2919 -5.9970 -0.045 -0.021 -0.114 0.12
H -0.3033 -2.9799 3.3349 0.008 0.007 0.010 0.12
H 0.4910 -0.7368 -2.4420 -0.131 -0.573 0.543 -0.04
H -1.9142 1.5567 2.1623 0.048 -0.047 0.035 0.12
H 1.5892 4.8551 1.6016 -0.005 0.005 -0.006 0.11
H 3.8743 2.8004 0.3597 -0.005 -0.004 0.003 0.09
H -2.0113 3.9700 2.1732 0.006 0.002 -0.009 0.08
H -1.0853 3.2891 3.5072 0.006 -0.004 -0.002 0.08
H -5.0154 1.1318 0.9277 -0.007 -0.025 0.012 0.10
```
Forces are in eV/Å.

=====

# C27H47BN6O2TeY

A structure of composition C27H47BN6O2TeY (the ωB97M-V functional and the def2-TZVPD basis, the OMol25 dataset).

charge: +1
M: 715.031 Da
DFT total energy: -50812.6985 eV
Kohn-Sham gap: 9.3844 eV
ΔE to the lowest compared entry with this formula, charge and spin: 0.0 kJ/mol
maximum force: 0.009 hartree/bohr
HOMO: -11.44 eV

```
85
Properties=species:S:1:pos:R:3:forces:R:3:lowdin_charge:R:1
Te 0.5342 -3.2154 -1.4670 -0.210 0.010 -0.117 1.29
Y 0.2545 -0.4787 0.1985 0.241 0.020 0.368 1.45
O -1.3165 -2.1321 0.9268 0.096 -0.079 -0.031 -0.22
O 0.5884 -1.9280 1.9959 0.094 0.134 -0.056 -0.13
N -1.3544 0.8016 1.3531 -0.085 -0.036 0.011 0.00
N -0.7842 1.5151 2.3694 0.036 -0.117 -0.080 0.04
N 0.8001 2.6028 0.7558 -0.002 0.021 -0.036 0.04
N 1.7493 0.8874 2.3379 0.030 0.195 0.070 0.02
N 2.2903 0.2068 1.2729 -0.185 0.124 0.003 0.00
N 0.6279 1.8197 -0.3444 0.031 0.050 0.031 0.00
C 0.5081 0.5107 -2.7386 0.005 -0.036 0.006 -0.09
C -2.9690 1.5949 2.6607 -0.082 0.038 0.018 0.05
C 2.0100 2.3133 -3.5672 0.004 -0.002 -0.011 -0.03
C -0.4761 2.6616 -3.5308 -0.008 0.011 -0.016 -0.02
C 3.5284 -1.8355 -0.2855 -0.008 -0.031 0.006 -0.10
C -3.6394 0.3387 0.4640 0.016 -0.066 0.050 -0.53
C -1.4702 2.8331 4.3758 -0.016 0.010 0.003 0.00
C 2.2456 1.3473 4.7434 -0.001 0.016 0.012 0.00
C 0.8166 2.5895 -1.4123 -0.025 -0.084 -0.044 -0.24
C 1.0918 3.8607 0.3761 -0.020 -0.003 0.033 -0.24
C 4.3452 -1.0788 0.7573 0.009 0.046 -0.003 -0.54
C 3.4291 -0.3364 1.6975 -0.061 -0.078 -0.038 -0.24
C 5.2403 -0.0460 0.0558 0.000 -0.031 0.012 -0.03
C -1.5044 -3.5848 -1.9327 -0.054 -0.001 -0.054 -0.40
C -1.7506 1.9962 3.1745 0.050 0.048 -0.019 -0.25
C -0.5677 -2.4101 1.9054 -0.223 -0.162 -0.049 -0.49
C -2.6783 0.8684 1.5022 0.113 0.026 -0.013 -0.22
C 2.5502 0.7462 3.4158 -0.028 -0.101 -0.087 -0.25
C 3.6321 -0.0249 3.0432 0.024 -0.033 0.049 0.06
C 1.1009 -2.8644 -3.4877 0.104 -0.104 0.005 -0.41
C 5.2098 -2.0715 1.5349 0.009 -0.009 0.007 -0.04
C -4.3728 -0.9050 0.9832 0.042 -0.017 -0.107 -0.02
C 1.3370 4.9653 1.3472 -0.002 0.007 -0.018 -0.01
C 1.1064 3.8949 -1.0069 0.018 0.003 0.002 0.05
C -4.6648 1.4382 0.1609 0.014 0.055 -0.016 -0.04
C -2.8903 0.0177 -0.8345 -0.094 -0.031 -0.038 -0.06
C 0.7129 2.0227 -2.8045 0.008 0.047 0.059 -0.54
B 0.6734 2.0142 2.1804 0.054 0.085 0.009 -0.49
H 4.1856 -2.3669 -0.9764 0.005 0.003 -0.005 0.10
H 2.2851 2.4364 4.7089 0.005 0.001 -0.004 0.09
H 4.4496 -0.3253 3.6752 0.007 0.015 -0.007 0.12
H 5.8255 0.5152 0.7850 0.003 0.002 -0.006 0.09
H 2.1897 3.3863 -3.6312 -0.003 -0.001 -0.001 0.09
H -3.6678 -1.7064 1.1923 0.002 -0.031 0.056 0.07
H 2.8798 -2.5685 0.1990 0.005 0.012 0.014 0.04
H -2.0219 -3.7911 -1.0011 0.018 -0.012 0.034 0.00
H -0.4531 0.2528 -2.2700 0.021 0.009 -0.010 0.05
H 1.1186 -3.8183 -4.0068 0.001 0.012 -0.016 0.01
H 0.8904 2.8630 2.9872 -0.013 -0.012 0.003 0.11
H -5.0831 -1.2600 0.2328 -0.008 0.033 0.005 0.09
H -5.3632 1.0958 -0.6042 0.002 -0.006 -0.006 0.09
H -0.5622 2.2660 -4.5446 0.000 0.001 -0.001 0.09
H -4.9317 -0.6747 1.8906 0.021 0.010 0.017 0.09
H 5.8572 -1.5573 2.2456 -0.003 0.001 0.001 0.09
H -4.1729 2.3447 -0.1974 -0.020 0.004 -0.003 0.10
H 0.4606 5.1434 1.9706 -0.001 0.003 0.000 0.09
H 2.0978 -2.4292 -3.4984 -0.009 0.020 -0.004 0.01
H 1.5661 5.8820 0.8087 -0.002 -0.003 -0.004 0.09
H 0.3908 -2.1918 -3.9581 -0.018 0.005 0.015 0.00
H -1.5529 -4.4442 -2.5955 -0.023 0.000 0.011 0.01
H 5.9315 -0.5467 -0.6250 0.001 0.007 -0.008 0.09
H -1.9434 -2.7111 -2.4067 0.010 -0.004 -0.042 0.00
H 1.2504 1.0594 5.0832 0.002 -0.003 0.000 0.08
H -2.4059 3.0901 4.8671 0.001 -0.005 0.003 0.09
H -0.9580 3.7568 4.1075 -0.004 0.002 -0.002 0.08
H -2.2347 -0.8524 -0.7145 -0.019 -0.005 0.004 0.03
H -5.2433 1.6948 1.0480 0.004 -0.005 0.003 0.08
H 0.4757 0.0874 -3.7420 -0.003 0.004 -0.012 0.10
H 4.6378 0.6643 -0.5141 0.003 0.003 -0.004 0.08
H 1.9500 1.9201 -4.5837 0.002 0.001 -0.001 0.09
H -3.6052 -0.2507 -1.6152 0.019 -0.009 0.003 0.10
H 2.8684 1.8593 -3.0678 0.001 0.001 0.000 0.09
H -0.9455 -3.0845 2.6850 0.063 0.003 0.025 0.15
H 4.5954 -2.7856 2.0855 -0.005 0.002 -0.003 0.10
H -2.3296 0.8880 -1.1866 0.015 0.009 0.034 0.07
H 1.3044 4.7545 -1.6241 0.004 -0.002 -0.005 0.12
H -3.9385 1.8384 3.0607 0.003 -0.017 0.007 0.12
H 2.9712 0.9997 5.4753 -0.002 0.000 0.001 0.09
H 1.3496 0.0205 -2.2266 -0.002 0.013 -0.003 0.05
H -0.8427 2.3022 5.0915 0.003 0.001 -0.001 0.08
H -0.3493 3.7420 -3.5986 0.000 -0.001 -0.001 0.09
H 2.1737 4.7340 2.0061 0.004 -0.002 -0.002 0.09
H -1.4115 2.4672 -3.0022 0.001 -0.002 0.003 0.08
H 2.9247 -1.1432 -0.8873 0.014 0.014 -0.003 0.04
H 5.8511 -2.6264 0.8486 0.002 0.004 -0.005 0.09
```
Forces are in eV/Å.

=====

# C3H11N3O2

A cluster of 3 separate species, C3H11N3O2 in total at a distorted geometry (the ωB97M-V functional and the def2-TZVPD basis, the OMol25 dataset).

charge: 0
M: 121.140 Da
DFT total energy: -11846.5283 eV
Kohn-Sham gap: 2.6396 eV
ΔE to the lowest compared entry with this formula, charge and spin: 888.5 kJ/mol
maximum force: 0.052 hartree/bohr
HOMO: -7.40 eV

```
19
Properties=species:S:1:pos:R:3:forces:R:3:lowdin_charge:R:1
O 1.3098 0.0184 -0.1600 1.455 0.643 0.207 0.01
O -3.3865 -1.4655 0.2412 0.029 0.225 0.250 -0.26
N -2.3570 0.7425 0.7558 -0.161 0.015 -0.116 0.11
N -1.8265 -0.1131 -1.5080 -2.227 0.848 -0.027 0.00
N 3.2570 -1.0841 0.0535 0.272 -0.753 -1.054 0.12
C 3.2510 1.3053 0.3201 -2.473 -0.563 0.180 0.23
C -1.3789 0.2998 -0.1816 0.821 1.691 -1.080 -0.41
C 2.5485 0.0596 0.0560 -1.545 1.631 0.258 -0.61
H -2.9228 -0.1346 0.7663 -2.310 -1.067 -0.302 -0.01
H -2.4919 -0.8678 -1.2608 0.218 0.346 -0.914 0.03
H -0.6816 1.0961 -0.4091 0.739 0.216 0.640 0.10
H -2.1451 1.0144 1.7201 0.879 0.057 -0.652 0.10
H 4.2141 -0.8264 -0.2645 -0.930 -1.646 0.061 0.12
H 4.2378 1.4019 0.6630 1.348 -0.193 0.033 0.05
H 2.5927 -1.7834 -0.4021 2.146 0.651 0.524 0.16
H -3.6065 -1.9564 1.0290 -0.142 -0.388 0.433 -0.03
H -0.8578 -0.5569 0.2364 0.704 -0.111 0.193 0.11
H -2.3857 0.6672 -2.0266 1.234 -1.744 1.566 0.11
H 2.6292 2.1829 0.3713 -0.056 0.144 -0.200 0.07
```
Forces are in eV/Å.

=====

# C12H23ClFNO4S

The molecule C12H23ClFNO4S at a distorted geometry (the ωB97M-V functional and the def2-TZVPD basis, the OMol25 dataset).

charge: 0
M: 331.837 Da
DFT total energy: -48571.8706 eV
Kohn-Sham gap: 9.7948 eV
structure (SMILES): C[C@H](F)C[C@H]1OS(=O)(=O)O[C@@]1(CCCCN)C[C@@H](C)Cl
maximum force: 0.021 hartree/bohr
HOMO: -9.39 eV

```
43
Properties=species:S:1:pos:R:3:forces:R:3:lowdin_charge:R:1
Cl -3.3876 -1.7983 2.4131 0.032 0.070 0.153 0.62
S 2.5806 -0.3387 0.4838 0.357 -0.008 -0.275 0.59
F -1.0637 1.5544 3.7418 -0.136 -0.057 0.168 -0.04
O 1.3478 -1.2576 0.8533 -0.050 -0.220 -0.022 -0.15
O 1.6978 0.8552 -0.0646 -0.217 0.312 0.187 -0.16
O 3.3431 -0.8490 -0.6021 -0.212 -0.053 -0.090 -0.22
O 3.2760 -0.0002 1.6736 -0.202 0.125 0.246 -0.21
N 2.3194 -1.0049 -4.5843 -0.167 0.347 0.118 0.00
C -0.6660 2.1749 2.5498 0.337 -0.061 -0.067 -0.35
C -2.2455 -0.5631 1.7411 -0.394 -0.312 -0.467 -0.68
C 0.3816 0.8386 0.6133 1.067 0.102 -0.134 -0.21
C 0.4242 -1.8944 -3.2231 0.261 0.035 0.483 -0.19
C 0.5591 1.4167 2.0176 -0.399 0.068 -0.007 -0.06
C 1.1925 -0.6496 -3.6985 0.109 -0.124 0.096 -0.28
C -2.9415 0.0628 0.5423 -0.244 0.218 0.096 -0.13
C -0.9231 -1.2831 1.4854 0.491 0.360 0.452 -0.14
C 0.5320 -2.0747 -1.6949 -0.529 0.272 -0.742 -0.17
C 0.0552 -0.6602 0.4821 -0.361 -0.360 -0.167 -0.37
C -0.3314 -1.0311 -0.9787 -0.050 0.004 0.435 -0.11
C -0.4294 3.6550 2.8482 -0.191 -0.353 -0.230 -0.01
H -0.4176 -0.1102 -1.5560 0.200 0.010 -0.157 0.12
H 1.5818 -1.9908 -1.4521 0.087 -0.171 0.242 0.08
H -0.4648 3.7864 3.9263 0.070 0.110 0.042 0.09
H -3.3238 -0.6825 -0.1505 0.091 -0.101 -0.040 0.08
H -3.7963 0.6385 0.8975 -0.040 -0.022 -0.011 0.08
H 3.1460 -1.1167 -4.0077 0.043 -0.207 -0.030 0.06
H 1.4092 2.0912 1.9829 0.136 -0.036 -0.023 0.12
H -1.2100 4.2591 2.3921 0.020 0.151 0.070 0.08
H 0.8063 0.6225 2.7193 0.054 0.000 0.060 0.13
H -1.3359 -1.4507 -0.9291 -0.080 0.141 -0.100 0.11
H -0.2092 1.4799 -0.0351 -0.254 -0.081 0.089 0.16
H 1.5638 -0.1114 -2.8200 -0.086 0.097 0.063 0.09
H 0.8791 -2.7682 -3.6860 -0.095 -0.010 -0.212 0.11
H 2.5273 -0.2040 -5.1683 0.037 -0.033 -0.125 0.06
H -0.3937 -1.3481 2.4375 -0.086 -0.096 0.065 0.13
H -1.1142 -2.3052 1.1701 -0.006 -0.064 -0.141 0.12
H 0.5377 3.9726 2.4716 0.043 0.163 0.018 0.08
H -2.1556 0.1624 2.5395 0.125 -0.057 0.000 0.07
H 0.5232 0.0368 -4.2151 0.030 -0.027 -0.190 0.11
H -2.3018 0.7512 -0.0100 0.110 -0.028 0.010 0.07
H 0.1504 -3.0632 -1.4436 0.278 -0.127 0.223 0.12
H -1.5008 2.0431 1.8614 -0.111 0.121 -0.022 0.12
H -0.6226 -1.8453 -3.5241 -0.068 -0.098 -0.065 0.11
```
Forces are in eV/Å.